Formula: C45H62NO14P
Source: OMol25
Level of theory: the ωB97M-V functional and the def2-TZVPD basis

Values from the calculation:
- SMILES = CCCCCCCCCCCCCc1c(Cc2ccccc2)c(N)c(C)c2c1C(=O)C=C(P(C)C)C2=O.O=C1OCCO1.O=C1OCCO1.O=C1OCCO1.O=C1OCCO1
- gap between HOMO and LUMO (eV) = 7.09
- HOMO level (eV) = -8.23

Geometry as XYZ:
```
123
Properties=species:S:1:pos:R:3:forces:R:3
C 7.79600 -3.51605 0.31016 -0.53 -0.05 -0.08
C 6.95346 -2.13241 0.48370 1.04 -0.71 -0.63
C 7.77158 -0.85607 -0.08471 -0.45 -0.22 1.49
C 6.88640 0.44520 0.27169 0.53 0.72 -0.23
C 6.71578 1.48080 -0.94807 0.30 -0.22 0.15
C 5.72304 0.98585 -2.10402 0.00 0.28 -0.21
C 4.15089 1.13181 -1.71942 0.66 0.05 -0.39
C 3.36320 2.15876 -2.68547 0.37 -0.29 0.29
C 1.82103 2.37732 -2.27638 0.07 -0.13 -0.43
C 0.81235 1.83966 -3.43147 -0.27 -0.05 0.43
C -0.47164 2.81890 -3.56974 0.63 -0.12 1.14
C -1.54523 2.41797 -2.43257 -0.57 0.21 -0.22
C -3.03992 2.17079 -3.02762 0.22 -0.70 1.03
C -3.88798 1.50564 -1.85353 -2.18 -2.29 2.45
C -4.64506 2.29890 -0.73339 0.07 -2.63 -0.42
C -4.56905 3.90320 -0.71521 -0.45 -1.22 1.16
C -3.96526 4.35597 0.69298 1.71 1.39 3.54
C -2.88406 3.52116 1.43268 -0.82 2.41 1.59
C -2.32704 3.93860 2.82068 -2.54 2.09 -1.77
C -2.82839 5.23930 3.51554 -1.31 -0.92 -3.07
C -3.89706 6.11930 2.80977 1.04 -3.38 -2.15
C -4.44856 5.65419 1.41494 2.03 -1.96 0.99
C -5.49078 1.56604 0.37636 0.70 -1.44 -1.35
N -6.24199 2.32690 1.42714 0.15 -1.17 -2.91
C -5.61681 -0.01111 0.44412 2.26 1.15 -2.52
C -6.49509 -0.77243 1.56072 -0.50 0.43 -0.91
C -4.85622 -0.79811 -0.67586 -0.21 2.62 0.23
C -4.02119 -0.05398 -1.78814 -1.21 0.63 1.37
C -3.34342 -1.03169 -2.88096 0.90 0.34 0.21
O -2.20573 -0.84586 -3.37343 -3.86 -0.58 1.31
C -4.24189 -2.32633 -3.25319 -1.51 -1.10 2.14
C -5.02008 -3.01138 -2.26321 1.43 2.38 -0.05
P -6.13240 -4.51135 -2.68832 0.01 -0.17 -0.73
C -7.81094 -3.69155 -3.13116 -0.27 0.07 1.44
C -6.55596 -5.49299 -1.09651 0.22 1.42 0.79
C -4.93530 -2.41950 -0.74859 0.59 -0.32 0.91
O -4.88621 -3.15959 0.27013 -0.46 2.54 -3.55
H 8.49426 -3.43304 -0.59076 -0.84 -0.15 1.28
H 8.38505 -3.77226 1.26185 -0.70 0.56 -1.49
H 7.10922 -4.41989 0.10868 0.95 1.45 0.32
H 5.95349 -2.21083 -0.07600 1.40 0.13 0.92
H 6.77970 -2.01489 1.60407 0.01 0.15 -1.55
H 8.76183 -0.81130 0.51666 -1.68 -0.03 -1.18
H 8.04264 -0.94671 -1.19048 -0.68 0.06 1.36
H 7.43488 1.02697 1.11372 -1.16 -1.11 -1.38
H 5.84864 0.13643 0.66469 1.54 0.41 -0.62
H 6.36040 2.47099 -0.49877 0.29 -1.22 -0.78
H 7.76572 1.68676 -1.38618 -1.60 -0.36 0.60
H 5.94454 1.57678 -3.07511 -0.40 -0.85 1.55
H 5.94065 -0.10926 -2.35484 -0.19 1.45 0.40
H 4.10253 1.46968 -0.62611 -0.19 -0.45 -1.49
H 3.70078 0.08587 -1.81269 0.29 1.51 0.27
H 3.89450 3.17561 -2.67380 -0.61 -1.47 0.04
H 3.45244 1.75954 -3.76837 -0.23 0.63 1.73
H 1.57924 1.83093 -1.29420 0.45 0.76 -1.42
H 1.64884 3.49662 -2.06518 0.17 -1.67 -0.45
H 0.48040 0.78598 -3.09090 0.30 1.63 -0.77
H 1.33774 1.68980 -4.43936 -0.60 0.50 1.48
H -0.08353 3.87745 -3.30876 -0.72 -1.57 -0.77
H -0.92427 2.82852 -4.61875 0.59 -0.15 1.48
H -1.63089 3.24456 -1.62760 0.21 -1.31 -1.22
H -1.20851 1.44654 -1.90493 -0.63 1.55 -0.88
H -3.54600 3.13190 -3.37383 0.79 -1.21 0.47
H -2.97627 1.44030 -3.91918 -0.15 1.18 1.52
H -3.97278 4.27740 -1.62286 -0.94 -0.48 1.54
H -5.66512 4.26930 -0.75210 1.77 -0.26 -0.18
H -2.47468 2.54392 0.98742 -0.84 1.72 0.64
H -1.54028 3.26409 3.31656 -1.42 1.28 -0.82
H -2.41532 5.52296 4.54892 -0.76 -0.44 -1.86
H -4.31797 7.09405 3.23648 0.85 -1.73 -0.53
H -5.25883 6.25171 0.85458 1.44 -0.84 1.19
H -7.19319 1.89047 1.42844 0.90 0.50 0.22
H -6.39606 3.30106 1.09840 0.38 -0.87 0.43
H -7.45750 -1.16002 1.04613 1.47 0.58 0.75
H -5.97931 -1.69222 1.98874 -0.44 1.45 -0.66
H -6.85885 -0.07065 2.39340 0.84 -0.98 -1.27
H -4.28364 -2.71766 -4.32439 0.43 0.69 1.58
H -8.09775 -3.04512 -2.22037 0.32 -0.81 -1.67
H -8.59360 -4.53260 -3.16717 1.21 1.22 -0.25
H -7.76182 -3.08729 -4.09812 -0.07 -0.91 1.43
H -7.30974 -6.33270 -1.29979 1.26 1.31 0.11
H -6.98053 -4.72122 -0.34717 0.53 -1.54 -0.90
H -5.55888 -5.87666 -0.67357 -1.65 0.41 -0.64
O 9.67223 -1.12533 2.51552 0.33 0.90 0.35
C 9.93802 -0.00142 2.84084 -0.16 -1.00 -0.15
O 9.32729 1.10670 2.34224 0.45 -0.51 0.25
C 9.75233 2.20904 3.13298 -0.33 0.85 0.03
C 11.05876 1.73643 3.69514 0.65 0.50 0.35
O 10.89036 0.32746 3.75460 -0.51 -0.24 -0.40
H 9.86177 3.10625 2.52202 -0.12 -0.20 -0.08
H 9.00433 2.39679 3.90867 0.05 -0.05 -0.04
H 11.90376 1.96426 3.03883 -0.07 -0.03 0.02
H 11.25946 2.14618 4.68606 0.01 -0.23 -0.05
O 14.37850 -3.38104 -1.71802 -0.83 0.26 0.40
C 13.34188 -3.07729 -1.20097 0.98 -0.32 -0.44
O 12.42934 -2.22733 -1.74829 0.45 -0.30 0.25
C 11.25528 -2.30403 -0.95046 -0.74 0.33 -0.19
C 11.77625 -2.77965 0.37121 -0.43 0.00 0.82
O 12.92424 -3.53621 0.01074 0.18 0.16 -0.62
H 10.76801 -1.33037 -0.88088 0.14 -0.06 -0.15
H 10.56251 -3.01573 -1.40855 0.07 0.03 0.03
H 12.08505 -1.95542 1.02067 -0.03 -0.05 -0.04
H 11.05465 -3.39956 0.90482 0.20 -0.01 -0.02
O -6.01833 -4.38624 7.72791 0.28 0.42 -0.85
C -5.67763 -3.87232 6.70196 -0.32 -0.50 1.02
O -6.06354 -4.29292 5.46549 0.22 0.15 0.52
C -5.64246 -3.30269 4.53798 -0.24 0.02 -0.87
C -4.51023 -2.62890 5.25129 0.63 0.52 -0.30
O -4.85303 -2.79132 6.62054 -0.40 -0.42 0.02
H -5.32958 -3.76012 3.59776 -0.11 -0.10 0.14
H -6.47782 -2.62363 4.34232 0.05 -0.02 0.05
H -3.54901 -3.11745 5.06666 -0.07 0.00 0.01
H -4.42534 -1.57190 4.99411 -0.01 -0.07 0.21
O -9.35037 1.35955 0.83183 -0.13 -0.18 -0.05
C -9.68865 0.62864 -0.04786 0.10 0.33 0.41
O -8.92991 0.36859 -1.13672 -0.15 0.36 0.41
C -9.54139 -0.69899 -1.82734 0.25 -0.59 -0.82
C -10.97217 -0.61690 -1.38882 -0.69 -0.36 -0.35
O -10.86921 -0.04625 -0.09013 0.59 0.33 0.12
H -9.42808 -0.57715 -2.90560 0.13 0.07 0.14
H -9.05754 -1.62956 -1.52383 -0.15 0.11 0.04
H -11.56676 0.04625 -2.02392 0.05 -0.01 0.07
H -11.45561 -1.59410 -1.34782 0.01 0.15 0.19
```
Positions in Å, forces in eV/Å.